[1]
Here is one molecule with the formula C3H7NO2 from the Open Molecules 2025 dataset. Energies are from ωB97M-V with the def2-TZVPD basis set.

ORCA input file:
```
! RIJCOSX wB97M-V def2-TZVPD def2/J DEFGRID3
* xyz 0 1
O 1.205 -2.431 -0.549
C 0.016 -2.190 -0.522
N -0.528 -0.960 -0.310
C 0.275 0.242 -0.253
C -0.255 1.242 0.772
O 0.187 2.549 0.478
H -0.755 -2.972 -0.661
H -1.525 -0.858 -0.423
H 1.293 -0.077 -0.006
H 0.305 0.750 -1.227
H -1.351 1.279 0.743
H 0.032 0.927 1.786
H 1.100 2.497 0.171
*
```

Values from the calculation:
SMILES = O=CNCCO
total energy = -323.7406 a.u.
LUMO energy = 0.787 eV
strongest force on any atom = 0.0071 Eh/bohr
ΔE to the lowest compared entry with this formula, charge and spin = 25.3 kcal/mol



[2]
Here is a 7-piece molecular cluster, C28H35N7 overall in a non-equilibrium geometry from the Open Molecules 2025 dataset. Energies are from ωB97M-V with the def2-TZVPD basis set.

ORCA input file:
```
! RIJCOSX wB97M-V def2-TZVPD def2/J DEFGRID3
* xyz 1 2
N 1.134 6.185 0.485
C -0.028 5.839 1.043
C 0.065 4.485 1.535
C 1.436 4.129 1.339
C 1.973 5.109 0.545
H 1.354 7.073 0.056
H -0.856 6.523 1.163
H -0.661 3.825 1.985
H 1.857 3.154 1.537
H 2.967 4.988 0.140
N 1.800 -5.538 1.439
C 1.646 -4.646 2.444
C 0.318 -4.464 2.712
C -0.389 -5.284 1.817
C 0.570 -5.962 1.059
H 2.645 -5.852 0.983
H 2.572 -4.358 2.918
H -0.073 -3.755 3.427
H -1.437 -5.519 1.709
H 0.447 -6.712 0.291
N -5.274 -1.265 -4.837
C -4.984 0.042 -4.703
C -4.432 0.104 -3.388
C -4.499 -1.206 -2.756
C -5.116 -2.063 -3.693
H -5.808 -1.636 -5.610
H -5.260 0.617 -5.574
H -3.935 0.907 -2.863
H -4.189 -1.522 -1.771
H -5.292 -3.120 -3.829
N 0.696 -2.258 5.377
C -0.316 -2.993 6.052
C -1.221 -2.101 6.482
C -0.902 -0.820 6.092
C 0.247 -0.972 5.383
H 1.548 -2.429 4.863
H -0.316 -4.068 6.151
H -2.113 -2.457 6.976
H -1.449 0.075 6.348
H 0.848 -0.208 4.913
N 2.680 1.681 -1.985
C 2.666 0.877 -0.861
C 3.893 0.841 -0.282
C 4.672 1.712 -0.988
C 3.843 2.232 -2.053
H 1.900 1.971 -2.558
H 1.742 0.434 -0.520
H 4.113 0.345 0.652
H 5.640 2.101 -0.709
H 3.936 2.975 -2.832
N 1.471 1.117 -5.163
C 0.537 0.562 -4.301
C -0.112 1.635 -3.773
C 0.233 2.865 -4.375
C 1.375 2.482 -5.141
H 2.255 0.655 -5.599
H 0.543 -0.512 -4.193
H -0.886 1.577 -3.022
H -0.133 3.880 -4.327
H 2.074 3.103 -5.682
N -1.077 -1.551 0.848
C -1.554 -0.557 0.008
C -0.997 0.649 0.431
C -0.261 0.342 1.660
C -0.266 -0.956 1.849
H -1.134 -2.558 0.899
H -2.235 -0.721 -0.813
H -1.124 1.612 -0.040
H 0.395 1.044 2.153
H 0.236 -1.682 2.471
*
```

Values from the calculation:
total energy = -1470.8114 a.u.
LUMO energy (alpha / beta) = -2.602 / -6.747 eV
strongest force on any atom = 0.0810 Eh/bohr
ΔE to the lowest compared entry with this formula, charge and spin = 16.1 kcal/mol



[3]
Here is a 5-piece molecular cluster, C58H61ClIN6O13PS overall in a non-equilibrium geometry from the Open Molecules 2025 dataset. Energies are from ωB97M-V with the def2-TZVPD basis set.

ORCA input file:
```
! RIJCOSX wB97M-V def2-TZVPD def2/J DEFGRID3
* xyz 0 1
C 6.334 7.432 5.011
C 6.785 6.303 3.945
C 5.912 6.369 2.586
N 6.216 5.228 1.636
C 5.428 4.024 2.025
C 6.091 2.824 2.771
C 7.633 2.753 3.194
C 7.645 2.257 4.754
C 8.128 0.728 4.744
O 7.646 -0.044 5.887
C 7.943 -1.437 5.530
C 5.123 1.639 3.146
C 3.620 1.668 2.806
C 2.970 2.894 2.053
C 3.893 4.080 1.659
I 2.994 5.806 0.630
C 1.378 2.864 1.770
O 0.868 3.205 0.679
C 0.509 2.301 3.009
C -0.830 2.929 3.480
C -1.343 4.211 2.633
C -2.403 3.750 1.487
C -2.082 4.380 0.032
N -2.003 3.321 -1.042
C -1.623 2.367 4.730
C -2.971 3.074 5.210
C -4.321 2.258 4.904
C -4.948 2.663 3.452
O -4.196 0.821 4.988
C -5.367 0.197 5.564
C -5.008 -0.471 6.987
C -4.626 -1.976 6.982
C -4.221 -2.711 8.280
C -4.165 -1.993 9.666
C -4.591 -0.477 9.660
C -5.001 0.274 8.342
C -0.966 1.140 5.438
S -1.727 0.363 6.949
C 0.393 0.485 4.967
P 1.130 -1.032 5.891
O 1.177 -2.389 4.812
Cl 3.146 -0.679 6.411
C 1.156 1.064 3.747
C 2.576 0.504 3.210
O 2.846 -0.709 3.077
H 5.252 7.187 5.311
H 7.066 7.417 5.884
H 6.300 8.440 4.457
H 6.614 5.284 4.441
H 7.888 6.379 3.660
H 4.811 6.315 2.925
H 6.084 7.382 2.059
H 7.228 5.048 1.796
H 8.092 3.807 3.202
H 8.263 2.033 2.574
H 8.402 2.894 5.348
H 6.630 2.426 5.267
H 7.704 0.247 3.778
H 9.282 0.696 4.699
H 7.930 -2.131 6.443
H 8.997 -1.528 5.060
H 7.150 -1.784 4.777
H 5.550 0.727 3.704
H -1.790 5.025 3.324
H -0.487 4.731 2.072
H -2.457 2.599 1.467
H -3.413 4.201 1.807
H -2.958 5.064 -0.293
H -1.152 5.057 0.025
H -1.932 2.381 -0.630
H -2.888 3.316 -1.582
H -2.828 3.337 6.327
H -3.084 4.096 4.682
H -5.107 2.638 5.668
H -4.484 2.065 2.599
H -6.086 2.479 3.562
H -4.837 3.801 3.325
H -6.300 0.854 5.594
H -5.630 -0.694 4.872
H -4.643 -2.525 5.973
H -3.917 -3.818 8.239
H -3.837 -2.537 10.623
H -4.546 0.043 10.684
H -5.292 1.374 8.418
H -1.765 1.403 7.898
H 0.303 -2.516 4.384
O -4.736 3.593 -2.814
N -5.652 3.376 -2.031
O -5.932 4.090 -1.079
C -6.463 2.175 -2.246
C -6.152 1.315 -3.297
C -6.909 0.164 -3.484
C -7.970 -0.119 -2.628
C -8.282 0.750 -1.586
C -7.528 1.902 -1.390
H -5.329 1.524 -3.970
H -6.672 -0.516 -4.296
H -8.556 -1.021 -2.774
H -9.112 0.526 -0.923
H -7.779 2.569 -0.572
O -6.087 -0.922 -6.527
N -5.275 -1.186 -7.405
O -5.397 -2.102 -8.204
C -4.076 -0.352 -7.501
C -3.881 0.680 -6.585
C -2.729 1.455 -6.664
C -1.785 1.200 -7.654
C -1.990 0.175 -8.572
C -3.138 -0.607 -8.499
H -4.608 0.889 -5.810
H -2.565 2.257 -5.951
H -0.884 1.803 -7.709
H -1.252 -0.018 -9.344
H -3.284 -1.405 -9.218
O -0.620 -2.234 -5.268
N -1.327 -2.888 -6.021
O -2.492 -2.621 -6.283
C -0.742 -4.074 -6.649
C 0.570 -4.435 -6.348
C 1.113 -5.577 -6.929
C 0.351 -6.345 -7.805
C -0.956 -5.973 -8.109
C -1.508 -4.835 -7.531
H 1.175 -3.846 -5.668
H 2.132 -5.870 -6.696
H 0.776 -7.241 -8.254
H -1.544 -6.573 -8.794
H -2.529 -4.558 -7.774
O 0.874 -8.851 -9.155
N 1.999 -8.605 -9.577
O 2.271 -7.667 -10.310
C 3.088 -9.499 -9.177
C 2.812 -10.602 -8.371
C 3.846 -11.461 -8.013
C 5.142 -11.214 -8.457
C 5.413 -10.105 -9.253
C 4.385 -9.242 -9.618
H 1.807 -10.805 -8.019
H 3.641 -12.326 -7.391
H 5.945 -11.890 -8.180
H 6.426 -9.917 -9.593
H 4.609 -8.384 -10.242
*
```

Values from the calculation:
SMILES = CCCNc1c(CCCOC)cc2c(c1I)C(=O)c1c(CCCN)c(C[C@@H](C)OCc3ccccc3)c(S)c(P(O)Cl)c1C2=O.O=[N+]([O-])c1ccccc1.O=[N+]([O-])c1ccccc1.O=[N+]([O-])c1ccccc1.O=[N+]([O-])c1ccccc1
total energy = -5049.8527 a.u.
LUMO energy = -1.003 eV
strongest force on any atom = 0.0963 Eh/bohr